1.
# C2H5N4

An isolated ion of composition C2H5N4 and charge +1 (the ωB97M-V functional and the def2-TZVPD basis, the Open Molecules 2025 dataset).

```
11
Properties=species:S:1:pos:R:3:forces:R:3
C -0.77227 1.21052 -1.05422 1.63 -0.47 0.60
C 0.04699 -0.43435 0.62732 -2.35 -0.57 -1.76
N -1.21984 1.15011 -2.10370 -1.55 0.49 -1.13
N 0.22721 -1.35160 -1.67458 -2.84 -18.72 5.26
N 0.24332 -1.61288 -0.45956 -0.19 3.64 -2.07
N 0.09693 0.85023 -0.10934 1.12 -3.41 3.30
H 0.42245 -0.58037 -1.83477 3.46 17.72 -3.47
H -1.04285 -0.66692 0.92246 1.78 0.13 0.06
H 0.81191 -0.57181 1.42961 -0.74 0.43 -0.76
H 0.19125 -2.57548 -0.24890 -0.58 -1.66 0.70
H 0.78699 1.28800 0.45257 0.25 2.41 -0.72
```
Forces are in eV/Å.

SMILES string = [H]/N=[NH+]\CNC#N
Energy = -8102.653 eV
Relative energy (zero: lowest compared OMol25 entry of this formula, charge and spin) = 489.51 kJ/mol
Orbital gap = 0.314 Eh
Charge = +1

natural (NBO) population analysis, charges in e, atoms 1 to 4: 0.380, -0.079, -0.249, 0.003

---

2.
# C3H6BN3O2

An isolated molecule of C3H6BN3O2 (the ωB97M-V functional and the def2-TZVPD basis, the Open Molecules 2025 dataset).

```
15
Properties=species:S:1:pos:R:3:forces:R:3
B 0.58743 0.45228 0.22130 -0.01 1.83 -0.29
C -1.28977 -2.36039 -1.34599 1.17 1.04 0.31
C -1.24982 -1.14863 -0.73218 -2.32 2.32 0.01
C 0.11575 2.20683 0.86212 -1.43 -3.99 -2.65
N 0.02402 -2.75219 -1.37207 0.78 -0.07 -0.59
N 0.80649 -1.82038 -0.88961 -0.89 -1.06 -0.11
N -0.00200 -0.81230 -0.50579 1.80 1.59 1.70
O 1.91922 0.38495 0.34540 -0.06 -0.48 0.30
O 0.06196 2.22233 2.21363 2.15 -0.27 2.42
H -2.10510 -2.75560 -1.91822 0.04 -0.76 0.28
H -1.89729 -0.30107 -0.49099 -0.68 -0.96 -0.29
H -0.92989 2.28511 0.59860 -0.04 0.82 -0.81
H 0.80718 2.90485 0.39666 -0.06 0.02 -0.17
H 2.17712 -0.51093 0.09562 0.67 -0.35 -0.22
H 0.97469 2.00516 2.52149 -1.10 0.31 0.12
```
Forces are in eV/Å.

SMILES string = OCB(O)n1ccnn1
Energy = -12449.056 eV
Relative energy (zero: lowest compared OMol25 entry of this formula, charge and spin) = 138.15 kJ/mol
Orbital gap = 0.370 Eh
Charge = 0

natural (NBO) population analysis, charges in e, atoms 1 to 4: 0.948, -0.144, -0.039, -0.230

---

3.
# C4H6O

An isolated molecule of C4H6O (the ωB97M-V functional and the def2-TZVPD basis, the Open Molecules 2025 dataset).

```
11
Properties=species:S:1:pos:R:3:forces:R:3
O 2.89031 -0.51841 0.18202 -1.25 -0.14 0.44
C 1.77663 -0.53423 0.55217 0.42 0.10 -0.36
C 0.52192 -0.53229 0.96795 0.20 0.12 -0.03
C -0.65028 0.80028 -0.81996 -0.32 0.13 0.21
C -0.71207 -0.46172 0.06021 0.20 0.07 -0.14
H 0.34232 0.89715 -1.24456 0.16 -0.05 -0.25
H 0.42651 -0.34965 2.03424 0.00 -0.17 -0.08
H -0.80169 1.69975 -0.21387 -0.04 -0.13 -0.04
H -1.37837 0.81842 -1.64111 0.07 -0.16 0.25
H -1.61074 -0.46489 0.69592 0.37 0.08 -0.17
H -0.80453 -1.35443 -0.57301 0.19 0.15 0.16
```
Forces are in eV/Å.

SMILES string = CCC=C=O
Energy = -6291.644 eV
Relative energy (zero: lowest compared OMol25 entry of this formula, charge and spin) = 26.43 kJ/mol
Orbital gap = 0.355 Eh
Charge = 0

natural (NBO) population analysis, charges in e, atoms 1 to 4: -0.464, 0.719, -0.564, -0.601

---

4.
# C17H44FN5O8S

A 4-piece molecular cluster, C17H44FN5O8S overall (the ωB97M-V functional and the def2-TZVPD basis, the Open Molecules 2025 dataset).

```
76
Properties=species:S:1:pos:R:3:forces:R:3
C 1.88738 -2.93656 1.54532 0.13 0.06 0.09
C 1.89169 -1.98412 0.37303 -0.16 -0.38 0.27
C 2.95894 -2.17114 -0.67320 -0.70 -0.60 -0.53
N 1.01761 -1.08993 0.10857 0.87 1.34 -0.12
N 0.33995 -0.38308 1.18405 -0.03 -1.28 0.03
C -0.89447 -0.97628 1.71593 -0.24 0.26 -0.18
C -1.95103 -1.20598 0.60481 -0.40 0.00 0.40
N -1.64680 -2.33838 -0.27544 0.07 0.30 -0.13
N -3.18175 -1.49097 1.35831 0.36 -0.45 0.03
N -2.16775 -0.01962 -0.19646 0.13 -0.20 -0.23
S 1.27831 0.24164 2.38605 -0.56 0.34 0.52
O 0.74047 1.50161 2.74676 0.04 0.10 -0.07
O 1.60645 -0.66057 3.43833 0.26 -0.03 -0.08
F 2.57889 0.49391 1.56651 -0.07 0.00 0.01
H 1.83905 -2.45849 2.52080 0.04 -0.09 -0.13
H 1.00021 -3.56786 1.44178 0.00 0.02 -0.02
H 2.75400 -3.59204 1.50442 0.03 0.05 0.05
H 3.77236 -2.78999 -0.30279 0.11 0.20 0.06
H 3.29841 -1.20984 -1.04735 0.15 0.00 0.15
H 2.53336 -2.70589 -1.53086 0.04 0.02 0.01
H -0.72393 -1.91149 2.26260 0.15 0.01 -0.09
H -1.32372 -0.25896 2.41937 0.05 0.02 -0.01
H -1.14128 -3.04576 0.24549 -0.09 -0.09 -0.07
H -1.04532 -2.03978 -1.03497 0.13 -0.09 0.09
H -3.76608 -2.05745 0.74605 -0.20 0.30 -0.05
H -2.94511 -2.12555 2.11970 -0.10 0.07 0.07
H -1.77629 0.79687 0.25513 -0.10 0.03 -0.01
H -1.72444 -0.09475 -1.10302 0.05 0.04 0.04
C 8.37163 2.00337 -0.03097 0.01 0.03 0.01
O 7.18585 2.44788 0.60212 -0.01 -0.12 0.00
C 6.05249 2.45672 -0.24753 0.03 0.10 0.07
C 5.18678 1.22889 -0.06293 -0.06 -0.07 -0.11
O 5.85286 0.03126 -0.43438 0.07 0.04 0.01
C 6.39680 -0.67596 0.66461 -0.02 -0.03 -0.02
H 9.08204 1.74284 0.75216 0.00 0.04 0.01
H 8.19327 1.12440 -0.65456 0.00 0.00 0.00
H 8.80307 2.79903 -0.64776 0.00 -0.02 -0.03
H 6.35755 2.55091 -1.29523 0.00 -0.02 0.00
H 5.45966 3.33874 0.01256 -0.02 0.00 -0.04
H 4.30591 1.32358 -0.70619 -0.02 0.02 0.03
H 4.84372 1.16461 0.97300 0.04 0.04 0.01
H 5.61323 -1.22900 1.19675 0.01 0.02 0.04
H 6.89882 -0.00840 1.36780 0.00 0.00 0.00
H 7.12259 -1.38624 0.27076 -0.03 -0.02 -0.01
C 1.70836 6.07924 0.13775 0.01 0.02 0.01
O 0.38854 6.41739 0.51974 0.00 -0.10 0.00
C -0.56154 6.28538 -0.52294 -0.02 0.11 0.08
C -1.31956 4.97621 -0.45045 -0.03 -0.07 -0.08
O -0.47493 3.85597 -0.64298 0.07 0.05 0.03
C -0.07039 3.23133 0.56380 -0.02 0.05 -0.16
H 2.28029 5.91502 1.04998 0.00 0.04 0.01
H 1.73442 5.16864 -0.46532 0.00 0.00 0.00
H 2.17035 6.89713 -0.42644 0.00 -0.02 -0.03
H -0.07606 6.38486 -1.49991 0.00 -0.02 0.00
H -1.27503 7.10785 -0.41527 -0.01 0.00 -0.03
H -2.06876 4.96273 -1.24785 -0.02 0.01 0.02
H -1.84503 4.90027 0.50751 0.02 0.01 0.01
H -0.87154 2.60168 0.96208 0.00 0.04 0.07
H 0.21669 3.95840 1.32533 0.00 -0.01 0.01
H 0.78787 2.60377 0.33305 -0.04 -0.04 -0.03
C -8.24664 -2.93587 -2.84478 -0.01 -0.01 -0.03
O -7.49044 -4.12818 -2.95555 -0.01 0.01 0.12
C -6.10215 -3.94469 -2.73945 -0.03 -0.08 -0.11
C -5.68403 -4.30756 -1.33045 0.11 0.05 0.08
O -6.27297 -3.45982 -0.35892 -0.02 0.03 -0.04
C -7.41548 -4.01314 0.26738 0.02 0.01 0.03
H -9.28995 -3.22136 -2.71829 0.00 -0.01 -0.04
H -7.93599 -2.33741 -1.98571 0.00 0.00 0.00
H -8.15378 -2.33269 -3.75435 0.02 0.03 0.02
H -5.81112 -2.91296 -2.96313 0.00 0.01 0.03
H -5.57621 -4.60300 -3.43750 0.03 0.02 0.00
H -4.59852 -4.19113 -1.25019 0.00 -0.01 -0.01
H -5.92889 -5.35499 -1.12318 -0.02 0.00 -0.02
H -7.12357 -4.74124 1.03235 -0.02 -0.03 -0.02
H -8.07755 -4.49753 -0.45362 0.00 0.01 -0.01
H -7.95176 -3.19648 0.74819 0.03 0.00 0.02
```
Forces are in eV/Å.

SMILES string = CC(C)=NN(CC(N)(N)N)S(=O)(=O)F.COCCOC.COCCOC.COCCOC
Energy = -55720.006 eV
Orbital gap = 0.343 Eh
Charge = 0

Löwdin population analysis, charges in e, atoms 1 to 4: -0.012, -0.373, -0.014, 0.079